# 1
# C16H17Cl2IrN4S4

C16H17Cl2IrN4S4 as an isolated structure (ωB97M-V/def2-TZVPD, OMol25).

Net charge = +1
Electronic energy = -3456.23010 hartree
<S²> = 0.77
Multiplicity = 2
Gap between HOMO and LUMO (alpha / beta) = 7.71 / 5.53 eV
E_LUMO (alpha / beta) = -0.124 / -0.207 Eh

CARTESIAN COORDINATES (ANGSTROEM)
Ir -0.76 0.41 -0.55
C 0.25 -1.67 1.26
C -0.87 -1.04 2.08
N -1.19 0.31 1.53
C -2.59 0.72 1.77
C -3.56 -0.12 0.94
S -2.91 -0.56 -0.72
C -2.43 -2.33 -0.50
C -0.95 -2.55 -0.79
N -0.04 -1.54 -0.19
H 0.39 -2.71 1.54
H 1.18 -1.13 1.44
H -0.56 -0.96 3.12
H -1.77 -1.64 2.05
H -0.54 0.99 1.94
H -2.67 1.77 1.50
H -2.85 0.63 2.83
H -4.47 0.44 0.77
H -3.84 -1.05 1.42
H -3.02 -2.91 -1.20
H -2.71 -2.63 0.50
H -0.79 -2.50 -1.87
H -0.66 -3.56 -0.46
H 0.85 -1.63 -0.68
Cl 2.64 -0.61 -1.94
C 3.30 -0.11 -0.39
C 4.51 -0.68 -0.05
C 5.14 -0.29 1.12
C 4.56 0.67 1.92
C 3.33 1.22 1.56
Cl 2.67 2.40 2.64
C 2.65 0.84 0.39
S 1.13 1.69 0.06
H 4.96 -1.41 -0.71
H 6.10 -0.72 1.39
H 5.03 1.01 2.83
S -1.70 2.51 -0.87
C -1.43 2.81 -2.51
C -1.88 4.07 -3.02
N -2.24 5.08 -3.43
C -0.83 1.88 -3.35
S -0.30 0.39 -2.79
C -0.65 2.16 -4.74
N -0.50 2.37 -5.86

# 2
# C16H17InN6OS3

C16H17InN6OS3 as an isolated structure (ωB97M-V/def2-TZVPD, OMol25).

Net charge = +2
Electronic energy = -2407.90763 hartree
Gap between HOMO and LUMO = 6.95 eV
E_LUMO = -0.251 Eh

CARTESIAN COORDINATES (ANGSTROEM)
In 0.33 0.23 -0.03
O -0.11 -1.49 -1.89
C -0.28 -0.99 -3.21
C 0.06 0.47 -3.28
C 0.34 1.07 -4.50
C 0.51 2.44 -4.57
C 0.38 3.19 -3.40
C 0.17 2.52 -2.21
N 0.03 1.19 -2.16
H -0.17 -2.45 -1.94
H -1.34 -1.10 -3.50
H 0.33 -1.55 -3.93
H 0.43 0.46 -5.39
H 0.74 2.92 -5.51
H 0.47 4.26 -3.41
H 0.11 3.05 -1.27
C -1.32 -4.91 2.04
C -0.02 -4.33 1.66
N 1.14 -4.89 1.71
N 2.03 -3.99 1.29
C 1.45 -2.82 0.96
S 2.26 -1.45 0.40
N 0.11 -3.03 1.18
N -0.89 -2.10 0.96
H -1.17 -5.93 2.39
H -2.01 -4.93 1.20
H -1.78 -4.33 2.85
H 3.02 -4.22 1.27
H -1.64 -2.52 0.41
H -1.28 -1.76 1.84
S -0.57 1.00 2.21
C 0.53 2.27 1.90
N 1.20 2.31 0.76
C 1.97 3.45 0.65
C 2.77 3.81 -0.43
C 3.44 5.02 -0.38
C 3.34 5.85 0.73
C 2.55 5.50 1.82
C 1.87 4.30 1.77
S 0.79 3.60 2.96
H 2.86 3.15 -1.28
H 4.05 5.32 -1.21
H 3.88 6.78 0.75
H 2.47 6.15 2.67

# 3
# C16H17N

A 2-piece molecular cluster, C16H17N overall (ωB97M-V/def2-TZVPD, OMol25).

Net charge = -1
Electronic energy = -674.59916 hartree
<S²> = 0.77
Multiplicity = 2
Gap between HOMO and LUMO (alpha / beta) = 2.80 / 6.50 eV
E_LUMO (alpha / beta) = 0.128 / 0.122 Eh

CARTESIAN COORDINATES (ANGSTROEM)
C -3.50 0.67 0.17
C -1.24 0.53 1.37
C -2.20 1.25 0.59
C -0.17 1.40 1.62
C -1.70 2.51 0.35
C -1.31 -0.77 1.94
C 0.97 0.95 2.30
C -0.19 -1.17 2.70
C 0.93 -0.36 2.85
N -0.49 2.63 1.09
H -2.22 -1.35 1.87
H -4.22 0.63 0.98
H -3.39 -0.24 -0.42
H -1.99 3.41 -0.14
H 0.24 3.26 0.79
H 1.87 1.55 2.24
H -0.25 -2.17 3.13
H 1.79 -0.74 3.38
H -3.97 1.34 -0.55
C 3.12 0.51 -1.50
C -0.35 -0.79 -2.16
C -0.22 -2.17 -2.04
C 0.70 0.06 -1.90
C 1.95 -0.44 -1.52
C 1.04 -2.68 -1.78
C 2.10 -1.81 -1.56
H -1.32 -0.38 -2.41
H -1.05 -2.85 -2.19
H 0.44 1.11 -1.79
H 1.22 -3.74 -1.72
H 3.86 0.17 -2.23
H 3.69 0.41 -0.57
H 3.03 -2.30 -1.28
H 2.85 1.56 -1.59

# 4
# C16H17N

A 2-piece molecular cluster, C16H17N overall (ωB97M-V/def2-TZVPD, OMol25).

Net charge = +1
Electronic energy = -674.32237 hartree
<S²> = 0.77
Multiplicity = 2
Gap between HOMO and LUMO (alpha / beta) = 7.78 / 4.65 eV
E_LUMO (alpha / beta) = -0.140 / -0.255 Eh

CARTESIAN COORDINATES (ANGSTROEM)
C 2.35 1.75 2.24
C 0.00 0.96 1.49
C 1.20 0.80 2.23
C -1.03 0.11 2.07
C 0.87 -0.09 3.29
C -0.36 1.90 0.54
C -2.31 0.13 1.59
C -1.69 2.02 0.12
C -2.62 1.07 0.58
N -0.36 -0.60 3.09
H 0.39 2.58 0.17
H 2.82 1.62 3.20
H 2.28 2.70 1.68
H 1.57 -0.59 3.97
H -0.90 -1.05 3.82
H -3.06 -0.60 1.88
H -1.92 2.79 -0.56
H -3.67 1.07 0.33
H 3.01 1.32 1.43
C -1.62 -2.38 -2.42
C 1.31 -0.53 -0.85
C 1.92 0.03 -1.97
C 0.24 -1.42 -1.04
C -0.35 -1.63 -2.26
C 1.48 -0.38 -3.21
C 0.38 -1.18 -3.39
H 1.54 -0.35 0.18
H 2.67 0.83 -1.87
H -0.16 -1.74 -0.10
H 1.95 -0.10 -4.15
H -1.51 -3.47 -2.53
H -2.00 -2.37 -3.46
H -0.09 -1.26 -4.36
H -2.35 -1.94 -1.74

# 5
# C16H17N3

A 2-piece molecular cluster, C16H17N3 overall (ωB97M-V/def2-TZVPD, OMol25).

Electronic energy = -784.05497 hartree
Gap between HOMO and LUMO = 5.42 eV
E_LUMO = -0.047 Eh

CARTESIAN COORDINATES (ANGSTROEM)
C 4.56 3.00 1.07
C 4.70 3.36 -0.41
C 4.45 2.06 -1.20
N 3.90 1.11 -0.22
C 3.52 -0.11 -0.55
C 2.91 -1.01 0.34
C 2.92 -2.37 0.12
C 2.44 -3.32 1.09
C 3.02 -4.61 1.19
C 2.59 -5.51 2.16
C 1.55 -5.15 3.04
C 0.95 -3.89 2.94
C 1.40 -2.97 1.99
C 3.83 1.64 1.13
H 5.55 2.90 1.52
H 4.01 3.76 1.63
H 3.94 4.10 -0.70
H 5.68 3.77 -0.64
H 3.74 2.21 -2.03
H 5.38 1.68 -1.63
H 3.73 -0.44 -1.58
H 2.49 -0.61 1.28
H 3.48 -2.75 -0.74
H 3.84 -4.86 0.51
H 3.07 -6.48 2.24
H 1.21 -5.86 3.79
H 0.14 -3.61 3.60
H 0.95 -1.98 1.91
H 4.30 0.97 1.86
H 2.78 1.77 1.44
C 0.82 -2.94 -1.78
C 1.18 -4.24 -2.11
N 1.40 -5.37 -2.34
C 1.35 -1.89 -2.50
N 1.73 -0.94 -3.09
H -0.12 -2.78 -1.25

# 6
# C16H17N3O5

A single C16H17N3O5 molecule (ωB97M-V/def2-TZVPD, OMol25).

Electronic energy = -1160.31514 hartree
Gap between HOMO and LUMO = 8.79 eV
SMILES string = N#Cc1cc([N+](=O)[O-])ccc1NC(=O)COC(=O)CC1CCCC1
E_LUMO = -0.031 Eh

CARTESIAN COORDINATES (ANGSTROEM)
N 0.89 1.22 -3.19
C 1.47 0.68 -2.36
C 2.21 0.02 -1.35
C 3.50 0.47 -1.08
C 4.24 -0.17 -0.10
C 3.71 -1.24 0.62
C 2.43 -1.68 0.36
C 1.66 -1.06 -0.63
N 0.37 -1.46 -0.93
C -0.37 -2.44 -0.33
O 0.03 -3.20 0.52
C -1.80 -2.52 -0.88
H -2.26 -3.43 -0.51
H -1.79 -2.50 -1.98
O -2.62 -1.45 -0.39
C -2.55 -0.27 -1.02
O -1.80 -0.06 -1.94
C -3.54 0.71 -0.45
H -4.43 0.15 -0.15
H -3.80 1.41 -1.24
C -3.02 1.49 0.78
C -2.49 0.59 1.90
H -2.86 0.94 2.86
H -2.85 -0.44 1.78
C -0.96 0.66 1.85
H -0.51 -0.33 1.73
H -0.57 1.07 2.79
C -0.60 1.59 0.69
H -0.36 1.03 -0.21
H 0.27 2.21 0.92
C -1.85 2.43 0.45
H -1.87 3.27 1.14
H -1.89 2.81 -0.57
H -3.88 2.08 1.13
H -0.12 -0.89 -1.63
H 2.02 -2.51 0.91
H 4.32 -1.71 1.38
N 5.58 0.29 0.18
O 6.20 -0.29 1.04
O 5.99 1.24 -0.46
H 3.92 1.29 -1.63